{"formula": "C43H68GeIrN4OP3S", "method": "ωB97M-V/def2-TZVPD", "orbital_gap_ev": [6.4, 5.0], "total_charge": 3, "energy_ev": -151740.2181, "e_homo_ev": [-14.87, -14.89], "spin_multiplicity": 2, "largest_force_ev_per_a": 0.12, "symbols": ["Ir", "Ge", "S", "P", "P", "P", "O", "N", "N", "N", "N", "C", "C", "C", "C", "C", "C", "C", "C", "C", "C", "C", "C", "C", "C", "C", "C", "C", "C", "C", "C", "C", "C", "C", "C", "C", "C", "C", "C", "C", "C", "C", "C", "C", "C", "C", "C", "C", "C", "C", "C", "C", "C", "C", "H", "H", "H", "H", "H", "H", "H", "H", "H", "H", "H", "H", "H", "H", "H", "H", "H", "H", "H", "H", "H", "H", "H", "H", "H", "H", "H", "H", "H", "H", "H", "H", "H", "H", "H", "H", "H", "H", "H", "H", "H", "H", "H", "H", "H", "H", "H", "H", "H", "H", "H", "H", "H", "H", "H", "H", "H", "H", "H", "H", "H", "H", "H", "H", "H", "H", "H", "H"], "coordinates": [[-0.127564, 0.408899, 0.510929], [-1.368019, 1.990593, 1.850451], [1.499284, -2.035920, -1.543114], [-0.096331, 2.106634, -0.979841], [-2.275567, -0.508802, 0.049495], [1.670482, 0.607109, 2.131979], [1.207771, -1.231171, -0.256169], [-2.554441, 3.331680, 3.268424], [-0.033303, 2.510002, 3.273429], [-1.659251, 3.511273, 0.815392], [-2.807402, 0.912003, 2.352091], [-3.396653, 4.078233, 2.349948], [2.584332, 1.888786, -1.698295], [-3.494227, 5.060098, 0.169953], [-0.447534, 2.867597, -3.648705], [1.544761, 2.884444, -1.186523], [-1.177112, 3.536407, -0.540677], [-0.284934, 3.581961, 4.032844], [-3.586733, 0.075480, -1.105544], [-0.253377, -1.110895, 3.080933], [-2.835701, 4.239654, 1.080281], [0.679880, 4.245140, 4.849602], [-0.890775, 6.039860, 5.210324], [-5.288151, 5.407573, 1.758375], [0.372121, 5.447528, 5.418237], [-4.637886, 0.513094, 5.570865], [-1.601089, 4.146768, 3.943414], [-4.129013, 0.181037, 4.319598], [1.989050, -2.164646, 2.731271], [3.525322, 0.552512, 2.102845], [-3.240133, 2.399948, 4.149204], [1.253949, -0.891401, 3.149084], [-2.052449, -2.337745, -0.186314], [-3.066099, -3.221652, 0.551123], [4.250587, 1.723117, 1.444333], [1.654030, -3.769188, -1.028682], [-4.023787, 1.491499, -0.720461], [3.294296, -1.851272, -1.793846], [4.079880, 0.371248, 3.524478], [-0.350348, 0.383102, -3.243356], [-4.710151, 5.639277, 0.519218], [-0.746664, 1.731062, -2.663036], [-1.871232, 5.385318, 4.470076], [-3.408461, 1.127204, 3.597899], [3.117581, -4.012425, -0.681018], [-3.055834, -0.364055, 1.716782], [-4.825791, -0.826583, -1.154277], [-4.430127, 1.768736, 6.121174], [-4.617281, 4.624193, 2.688871], [-3.724421, 2.724022, 5.400783], [3.908989, -3.248114, -1.737136], [-1.979884, -2.724961, -1.666917], [1.954760, 3.641265, 0.075560], [1.326447, 1.981535, 3.307089], [1.660581, -2.983276, 3.373745], [-2.003425, 3.510434, -1.259226], [-4.628230, -1.823223, -1.536426], [3.607890, -1.229670, -0.952407], [-4.626958, 1.475326, 0.189112], [1.105858, 5.959036, 6.026007], [-0.520046, -0.419226, -2.531230], [-2.846298, 5.833403, 4.332521], [3.565348, 2.362888, -1.745267], [1.758222, -2.424546, 1.698877], [3.994465, 1.856117, 0.399498], [2.035767, 2.781238, 3.069339], [-0.561445, -1.298471, 2.033310], [0.600969, 2.867595, -3.948180], [4.071288, 2.661974, 1.971380], [-3.001766, -3.133792, 1.634167], [-5.212878, 6.275796, -0.196481], [-4.303296, -0.809780, 3.923696], [-4.091885, -3.019503, 0.249010], [-4.824206, 2.010566, 7.097828], [-0.838389, -0.287326, 3.492003], [3.725700, -0.353097, 1.521794], [-3.076220, 5.266461, -0.805306], [1.658359, 3.817409, 5.005779], [-4.639791, 1.913704, -1.514915], [5.322713, 1.532149, 1.501496], [-3.124569, 0.075154, -2.096937], [5.150809, 0.179795, 3.453511], [0.695115, 0.356174, -3.547940], [-4.132807, -0.519921, 1.592862], [-0.535578, -2.021094, 3.615444], [-0.615943, 4.451332, -0.756710], [2.344268, 1.549556, -2.704926], [3.824353, -3.740646, -2.707122], [1.270004, 4.458307, 0.301751], [0.936368, -3.936567, -0.225774], [2.947233, 4.072214, -0.057058], [3.341757, -5.077964, -0.686734], [-2.692345, -1.199966, 2.323054], [3.069193, -2.085849, 2.838714], [-0.698136, 3.856714, -3.264432], [-2.958653, -2.698380, -2.141264], [3.342649, -3.630647, 0.316824], [3.640349, -0.453736, 4.080088], [1.990854, 2.985426, 0.943978], [-6.243371, 5.846677, 2.008331], [-1.622163, -3.752737, -1.746564], [1.347203, -4.353230, -1.899718], [-1.110099, 7.000819, 5.655933], [1.525994, -0.650422, 4.179252], [-3.189913, 2.164132, -0.538412], [-1.065091, -2.523025, 0.251339], [4.969604, -3.182370, -1.498816], [3.963858, 1.285741, 4.108945], [-5.553852, -0.362002, -1.820435], [-1.312472, -2.093190, -2.250580], [-5.303689, -0.914452, -0.177660], [-0.948820, 0.179634, -4.132714], [-1.039786, 2.710555, -4.550537], [3.467622, -1.315653, -2.725357], [2.651217, 1.011304, -1.051320], [-2.857092, -4.263437, 0.303534], [-1.824697, 1.717941, -2.481989], [1.564795, 1.632982, 4.315464], [-5.200856, -0.227277, 6.123001], [1.365546, 3.628574, -1.969605], [-5.043855, 4.442587, 3.667839], [-3.569626, 3.712397, 5.815074]], "atomic_forces_ev_per_a": [[0.075, 0.004, -0.091], [-0.029, 0.009, 0.044], [-0.049, 0.019, -0.010], [-0.014, -0.045, 0.065], [-0.033, -0.005, -0.007], [-0.030, 0.017, 0.057], [-0.034, -0.016, 0.041], [-0.035, 0.058, 0.097], [0.072, 0.023, 0.026], [-0.060, 0.060, -0.013], [-0.101, 0.010, -0.029], [0.073, -0.023, -0.075], [-0.022, 0.002, 0.009], [-0.014, 0.000, 0.006], [-0.011, -0.008, -0.005], [0.006, 0.011, 0.000], [-0.004, 0.027, 0.020], [-0.031, -0.055, -0.032], [-0.017, 0.017, 0.020], [0.054, -0.023, 0.024], [0.049, -0.026, 0.077], [0.011, 0.022, -0.002], [0.020, -0.014, -0.004], [0.026, 0.002, -0.027], [-0.025, -0.008, -0.012], [0.008, 0.037, 0.004], [0.026, -0.047, -0.032], [0.022, 0.001, 0.012], [-0.014, -0.001, -0.019], [-0.020, -0.023, -0.005], [0.003, -0.078, -0.090], [0.000, -0.005, 0.002], [0.019, 0.015, 0.013], [-0.010, -0.006, -0.001], [0.003, 0.002, -0.011], [-0.002, -0.002, -0.007], [0.007, -0.014, -0.013], [0.002, 0.002, -0.023], [0.010, 0.005, 0.016], [0.025, 0.009, -0.013], [-0.001, -0.018, 0.031], [0.025, -0.014, -0.017], [-0.012, 0.022, 0.015], [0.020, 0.072, -0.065], [-0.002, -0.003, -0.008], [0.010, 0.035, 0.042], [-0.001, 0.002, -0.010], [0.004, -0.038, -0.013], [-0.039, 0.020, 0.008], [-0.004, 0.006, 0.019], [0.002, 0.004, 0.010], [0.026, -0.011, -0.021], [-0.007, 0.003, 0.003], [-0.010, 0.020, 0.036], [0.001, 0.002, 0.000], [0.011, 0.015, -0.010], [-0.017, 0.015, 0.011], [0.000, -0.007, 0.003], [0.004, 0.001, 0.004], [-0.003, 0.002, 0.001], [0.024, 0.011, 0.021], [0.005, -0.010, -0.001], [-0.002, -0.005, -0.001], [0.004, -0.007, 0.006], [0.001, -0.002, 0.013], [-0.017, -0.011, 0.024], [0.017, -0.018, -0.020], [0.005, 0.004, 0.011], [0.000, -0.003, -0.004], [0.002, 0.007, 0.007], [0.000, -0.001, 0.001], [0.003, -0.007, -0.004], [0.009, -0.004, 0.007], [0.000, -0.004, 0.000], [0.015, -0.028, -0.012], [0.001, -0.020, -0.008], [0.002, -0.003, -0.007], [0.007, -0.010, -0.008], [-0.002, -0.001, -0.002], [0.000, 0.000, 0.001], [0.034, 0.025, -0.009], [0.003, 0.003, 0.002], [0.040, 0.013, 0.009], [0.000, 0.010, 0.004], [0.007, -0.005, 0.000], [0.033, 0.006, 0.013], [-0.022, -0.015, -0.036], [-0.004, 0.000, 0.000], [-0.028, 0.010, 0.000], [-0.008, 0.007, -0.003], [-0.003, 0.002, -0.007], [0.000, 0.003, 0.000], [-0.034, 0.002, -0.008], [-0.011, -0.007, -0.026], [-0.013, 0.008, 0.012], [0.015, 0.006, -0.006], [-0.006, 0.008, 0.013], [0.024, 0.037, -0.006], [0.010, 0.029, -0.073], [0.001, 0.002, -0.003], [0.002, 0.001, 0.000], [-0.002, -0.001, 0.006], [0.004, 0.000, 0.002], [-0.010, 0.004, 0.003], [-0.037, -0.042, -0.025], [0.006, -0.003, 0.017], [0.002, -0.001, -0.003], [-0.005, 0.002, 0.000], [0.001, 0.002, -0.001], [-0.002, -0.058, 0.027], [0.001, 0.000, -0.003], [0.001, 0.003, 0.000], [-0.001, 0.005, 0.002], [0.004, -0.001, 0.001], [-0.002, 0.002, 0.013], [-0.001, 0.001, 0.002], [-0.046, -0.016, 0.011], [-0.013, 0.003, 0.010], [-0.001, 0.001, 0.000], [0.005, -0.007, 0.002], [0.009, -0.004, -0.005], [0.005, -0.001, -0.010]]}